14
Properties=species:S:1:pos:R:3:nbo_charge:R:1 method="wB97M-V/def2-TZVPD" homo_lumo_gap_ev=9.77 smiles="C[C@H]1C=CNC1=O" total_charge=0 e_tot_ev=-8835.351 e_above_lowest_ev=0.851
C -1.880 0.255 0.028 -0.60
C -0.398 0.150 -0.264 -0.36
C 0.618 0.995 0.471 -0.24
C 1.782 0.347 0.459 -0.02
N 1.664 -0.978 -0.063 -0.68
C 0.248 -1.219 -0.154 0.71
O -0.259 -2.307 -0.169 -0.52
H -2.189 1.306 0.038 0.21
H -2.142 -0.198 0.987 0.22
H -2.445 -0.257 -0.756 0.22
H -0.234 0.360 -1.338 0.23
H 0.423 1.971 0.899 0.22
H 2.743 0.663 0.850 0.21
H 2.069 -1.089 -0.988 0.39

***

14
Properties=species:S:1:pos:R:3:nbo_charge:R:1 method="wB97M-V/def2-TZVPD" homo_lumo_gap_ev="6.91 / 6.92" total_charge=0 e_tot_ev=-8829.299 e_above_lowest_ev=6.904
O -0.345 1.091 -1.461 -0.76
C 0.640 0.247 -1.249 0.18
N 1.394 0.584 0.000 -0.59
C 0.340 0.936 0.964 -0.35
C -0.945 0.193 0.762 0.05
C -0.021 -1.075 -0.954 0.04
C -0.783 -1.952 -0.580 -0.23
H 1.392 0.132 -2.054 0.18
H 1.901 -0.233 0.338 0.35
H 0.105 1.994 0.814 0.24
H 0.722 0.761 1.977 0.21
H -1.181 -0.638 1.420 0.18
H -1.784 0.707 0.312 0.23
H -1.436 -2.747 -0.290 0.25

***

14
Properties=species:S:1:pos:R:3:nbo_charge:R:1 method="wB97M-V/def2-TZVPD" homo_lumo_gap_ev=11.27 smiles="C[C@H](C#N)CC=O" total_charge=0 e_tot_ev=-8835.451 e_above_lowest_ev=0.752
C -1.117 -1.118 0.415 -0.59
C -0.542 0.275 0.128 -0.34
C -1.491 1.075 -0.659 0.29
N -2.228 1.709 -1.286 -0.33
C 0.825 0.212 -0.576 -0.50
C 1.982 0.356 0.386 0.45
O 1.862 0.549 1.572 -0.52
H -2.064 -1.048 0.958 0.23
H -0.411 -1.688 1.027 0.22
H -1.295 -1.663 -0.518 0.21
H -0.392 0.793 1.083 0.27
H 0.949 -0.737 -1.117 0.24
H 0.935 0.997 -1.335 0.25
H 2.987 0.287 -0.079 0.12